(1)
Below is 2 unconnected molecules or ions with the total composition C3H8OS2 in a non-equilibrium geometry, with properties calculated with ωB97M-V/def2-TZVPD.

The geometry in XYZ format:
```
14
Properties=species:S:1:pos:R:3:nbo_charge:R:1
C -0.30122 0.64610 -0.73700 -0.45
C 0.91821 1.33442 -0.20918 0.05
O 1.54137 2.01569 -1.26435 -0.69
C -1.07961 -0.11191 0.35570 -0.54
S -2.65139 -0.65861 -0.36527 -0.03
S 2.15733 -1.13407 1.26629 -0.18
H -1.01784 1.26377 -1.27716 0.23
H 0.08939 -0.04175 -1.49855 0.22
H 1.51029 0.45895 0.24008 0.12
H 0.74187 1.99138 0.64745 0.18
H 2.49340 1.95802 -1.15730 0.48
H -0.51603 -1.02222 0.61828 0.24
H -1.07622 0.42066 1.30886 0.22
H -2.56676 -1.97024 -0.09605 0.13
```

LUMO level, eV: -3.357
Frontier orbital gap, eV: 5.91
DFT total energy, Eh: -990.560002
Energy above the lowest of the compared OMol25 structures with the same formula, charge and spin, kcal per mole: 94.5

---

(2)
Below is a molecular structure, C11H5AsCoF12NO5S7 in a non-equilibrium geometry, with properties calculated with ωB97M-V/def2-TZVPD.

The geometry in XYZ format:
```
43
Properties=species:S:1:pos:R:3:mulliken_spin:R:1
Co 0.09592 0.12360 -0.38395 1.07
O 1.67978 2.42555 5.82288 0.00
C 1.42584 2.11012 4.70016 0.00
S -0.19477 2.26005 3.97496 0.00
C 0.21689 1.68080 2.38362 0.01
C 1.56847 1.28654 2.19326 -0.01
S 2.18967 0.74513 0.74958 0.01
S 2.62740 1.43709 3.57457 0.00
S -0.95304 1.66733 1.19826 -0.02
F -3.24598 -0.48304 0.83776 0.00
C -2.94043 -1.42501 1.72655 0.00
F -3.97220 -2.26377 1.84107 0.00
F -2.73310 -0.84306 2.91202 0.00
S -1.42553 -2.37310 1.20278 0.00
O -0.39933 -1.34658 1.07348 0.02
O -1.23811 -3.32685 2.24214 0.00
N -1.84756 -3.04952 -0.14311 0.00
S -1.65696 -2.33701 -1.54211 0.01
O -1.42006 -0.91249 -1.41538 0.01
O -0.87317 -3.09178 -2.45722 0.00
C -3.39038 -2.46854 -2.19737 0.00
F -3.48325 -1.94736 -3.41231 0.00
F -4.24678 -1.84528 -1.38784 0.00
F -3.71937 -3.76278 -2.25685 0.00
F 0.38537 1.74986 -1.68405 0.01
As -0.93196 2.40665 -2.81187 0.00
F 0.36984 2.91891 -3.85226 0.00
F -0.77457 3.89621 -1.93879 0.00
F -2.13291 3.05917 -3.85779 0.00
F -2.09321 1.87077 -1.66501 0.00
F -0.93534 0.89475 -3.63486 0.00
S 1.73369 -1.40840 -1.25352 -0.12
C 2.92213 -0.57843 -2.23111 0.01
C 2.57580 0.42608 -3.13898 -0.01
C 3.55447 1.04297 -3.90084 0.00
C 4.88354 0.65887 -3.78801 -0.01
C 5.22911 -0.36262 -2.91008 0.00
C 4.26290 -0.97449 -2.13320 -0.01
H 1.54282 0.70888 -3.26032 0.00
H 3.26252 1.82692 -4.58828 0.00
H 5.64488 1.14514 -4.38488 0.00
H 6.26082 -0.68292 -2.82650 0.00
H 4.52335 -1.75946 -1.43463 0.00
```

LUMO level (spin up / spin down), eV: -0.882 / -0.891
2S+1: 2
Total charge: -1
<S²>: 0.80
Frontier orbital gap (spin up / spin down), eV: 4.62 / 4.60
DFT total energy, Eh: -8457.616848
Energy above the lowest of the compared OMol25 structures with the same formula, charge and spin, kcal per mole: 23.7

---

(3)
Below is a molecular structure, C14H26BF4O3P3PdSbSe4Te, with properties calculated with ωB97M-V/def2-TZVPD.

The geometry in XYZ format:
```
58
Properties=species:S:1:pos:R:3:nbo_charge:R:1
Pd 0.63742 1.06180 -0.41900 0.23
Se 3.75592 4.92722 -2.20134 -0.61
Sb 1.82002 4.16281 -3.29875 1.07
Se 0.21832 2.62377 -2.32927 -0.54
Se -1.57010 0.42224 -1.22136 0.09
Se 1.24712 4.71814 -5.50406 -0.56
C -0.46985 -0.56458 2.44526 -0.98
P 0.75008 -0.57923 1.11998 1.16
C 0.76129 -2.27111 0.46309 -0.96
C 2.36142 -0.49475 1.97703 -0.36
C 2.72770 -1.40665 2.96661 -0.13
C 3.97237 -1.31892 3.56401 -0.22
C 4.86340 -0.32180 3.17866 -0.20
C 4.50311 0.58780 2.20079 -0.19
C 3.24852 0.50386 1.59831 -0.33
P 2.69857 1.66505 0.30836 1.10
C 4.01762 1.52747 -0.94115 -0.95
C 2.91356 3.29177 1.06778 -0.96
H -0.23240 -1.34157 3.17451 0.22
H -1.45094 -0.75478 2.01674 0.28
H -0.47866 0.42133 2.90364 0.30
H 0.91824 -2.98455 1.27320 0.23
H 1.55889 -2.36936 -0.27251 0.24
H -0.19403 -2.48888 -0.01295 0.27
H 2.03802 -2.18285 3.27612 0.21
H 4.25250 -2.02720 4.33318 0.21
H 5.83706 -0.25531 3.64705 0.21
H 5.19603 1.36807 1.90843 0.21
H 4.92657 2.03263 -0.61339 0.23
H 3.68298 1.98946 -1.86404 0.26
H 4.22555 0.47352 -1.12809 0.24
H 3.97022 3.46526 1.27914 0.22
H 2.31040 3.33259 1.97138 0.29
H 2.56051 4.05422 0.37398 0.27
F -1.19878 4.02106 1.36787 -0.57
B -0.95635 3.14792 2.42631 1.35
F 0.32054 2.51100 2.19833 -0.61
F -1.93643 2.14433 2.48351 -0.58
F -0.88526 3.83050 3.64469 -0.57
C -5.96512 -0.00799 -1.75585 -0.62
C -5.11628 -0.75433 -0.75762 -0.07
O -4.22494 -1.61902 -1.50119 -0.86
P -2.95366 -2.23908 -0.76784 2.01
O -2.14298 -1.05275 -0.15144 -1.07
Te -3.42757 -3.87370 0.81077 -0.52
O -2.09049 -2.71974 -2.00512 -0.84
C -2.62387 -3.64851 -2.97015 -0.06
C -2.49914 -3.03285 -4.34511 -0.63
H -6.65720 0.64960 -1.22856 0.22
H -6.54116 -0.70192 -2.36882 0.21
H -5.33724 0.60066 -2.40600 0.22
H -5.71611 -1.37794 -0.09186 0.19
H -4.52278 -0.06573 -0.15396 0.20
H -3.66277 -3.87475 -2.72582 0.19
H -2.04833 -4.56952 -2.87828 0.19
H -3.23325 -2.23954 -4.48087 0.22
H -2.65188 -3.79303 -5.11322 0.21
H -1.50637 -2.60214 -4.47109 0.22
```

LUMO level, eV: 0.982
Total charge: -1
Frontier orbital gap, eV: 6.61
DFT total energy, Eh: -12465.570162
Energy above the lowest of the compared OMol25 structures with the same formula, charge and spin, kcal per mole: 35.3

---

(4)
Below is a molecular structure, C16H34BMgNP2 in a non-equilibrium geometry, with properties calculated with ωB97M-V/def2-TZVPD.

The geometry in XYZ format:
```
55
Properties=species:S:1:pos:R:3:nbo_charge:R:1
P 0.67173 -0.88692 -1.25414 0.74
P 1.22028 2.19516 -0.48939 0.67
C 1.00207 0.32736 -2.59316 -0.73
C 1.89446 1.45757 -2.10457 -0.69
H 0.03292 0.71101 -2.93366 0.23
H 1.47045 -0.17362 -3.44116 0.23
H 2.88090 1.04137 -1.81891 0.21
H 2.06075 2.25416 -2.84562 0.24
C -0.46814 2.70710 -0.91850 -0.94
H -0.85234 3.22420 -0.02731 0.26
H -1.11736 1.82130 -1.05960 0.26
H -0.47582 3.43573 -1.75464 0.24
C 2.09606 3.82562 -0.45215 -0.94
H 1.55467 4.64411 -0.99951 0.24
H 3.10092 3.64889 -0.90152 0.24
H 2.21385 4.06341 0.63421 0.27
C -0.45954 -1.79114 -2.43829 -0.89
H -0.62647 -2.81926 -2.09352 0.24
H 0.04732 -1.81048 -3.41567 0.21
H -1.42174 -1.26825 -2.52588 0.23
C 1.97572 -2.22473 -1.42836 -0.92
H 2.98421 -1.79116 -1.26406 0.24
H 1.84792 -2.64705 -2.44473 0.22
H 1.69745 -2.99770 -0.67625 0.24
Mg 2.40743 0.70265 0.75336 1.54
C -2.55838 0.05365 0.49597 -0.17
C -2.84628 -0.23733 -0.78628 -0.19
C -3.75777 -1.35557 -1.08085 -0.45
C -3.48848 -2.74573 -0.37509 -0.45
C -2.10097 -3.28603 -0.19656 -0.21
C -1.09837 -2.85949 0.57399 -0.17
C -1.07011 -1.77684 1.62916 -0.43
C -2.28272 -0.81361 1.68572 -0.46
C 4.04507 -0.43145 1.68138 -1.32
H -2.30505 1.10024 0.67798 0.19
H -2.48001 0.38866 -1.61381 0.20
H -3.83997 -1.56131 -2.15867 0.21
H -4.74097 -1.06390 -0.66561 0.23
H -4.08963 -2.80632 0.55723 0.22
H -3.92778 -3.50152 -1.05900 0.22
H -1.85770 -4.21957 -0.73586 0.20
H -0.09169 -3.29263 0.43034 0.19
H -0.14165 -1.16699 1.62274 0.21
H -1.06270 -2.29367 2.60573 0.23
H -3.12114 -1.44543 1.99119 0.21
H -2.10319 -0.09403 2.51014 0.23
H 4.28021 0.10728 2.62634 0.22
H 4.95897 -0.49424 1.05380 0.20
H 3.58863 -1.43647 1.91255 0.20
B 0.87989 3.16253 4.56498 -0.65
C 1.56861 2.50587 3.35581 0.42
N 2.00113 1.91499 2.43610 -0.80
H 1.52847 3.17332 5.55059 0.03
H -0.10033 2.53495 4.83037 0.03
H 0.47619 4.29132 4.37268 0.02
```

LUMO level (spin up / spin down), eV: 0.070 / 0.070
Frontier orbital gap (spin up / spin down), eV: 8.40 / 8.40
DFT total energy, Eh: -1592.308597
Energy above the lowest of the compared OMol25 structures with the same formula, charge and spin, kcal per mole: 0.0

---

(5)
Below is a molecular structure, C4H8N2O, with properties calculated with ωB97M-V/def2-TZVPD.

The geometry in XYZ format:
```
15
Properties=species:S:1:pos:R:3:nbo_charge:R:1
C 1.45294 -0.90415 -1.12962 -0.66
C 0.19575 -0.68219 -0.36750 0.12
N -0.59121 -1.69695 0.32815 -0.61
C -1.09422 -0.55269 1.19204 -0.25
C -0.35943 0.36546 0.25148 0.07
N -0.40700 1.69664 -0.16117 -0.33
O 0.01330 2.65895 0.79185 -0.58
H 1.34205 -1.29790 -2.14407 0.22
H 2.03911 -1.62954 -0.55183 0.24
H 2.03129 0.02736 -1.17593 0.22
H 0.21261 1.75141 -0.97034 0.34
H -1.37587 -1.92601 -0.28998 0.35
H -0.59834 -0.67428 2.16202 0.21
H -2.17373 -0.46069 1.34314 0.19
H -0.68725 3.32459 0.72176 0.47
```

LUMO level, eV: 0.879
Frontier orbital gap, eV: 8.69
DFT total energy, Eh: -341.829878
Energy above the lowest of the compared OMol25 structures with the same formula, charge and spin, kcal per mole: 109.0